{
  "formula": "C44H56IN8OPRh",
  "method": "ωB97M-V with the def2-TZVPD basis set",
  "symbols": ["Rh", "I", "C", "C", "C", "C", "C", "C", "C", "C", "C", "P", "C", "C", "C", "C", "C", "C", "C", "C", "C", "C", "C", "C", "C", "H", "H", "H", "H", "H", "H", "H", "H", "H", "H", "H", "H", "H", "H", "H", "H", "C", "C", "N", "C", "C", "C", "O", "C", "C", "C", "C", "N", "C", "H", "H", "H", "H", "H", "H", "H", "H", "H", "H", "H", "H", "H", "H", "C", "C", "N", "C", "C", "C", "C", "N", "H", "H", "H", "H", "H", "H", "H", "H", "H", "H", "H", "H", "H", "H", "C", "N", "C", "N", "C", "N", "C", "N", "C", "C", "H", "H", "H", "H", "H", "H", "H", "H", "H", "H", "H", "H"],
  "coordinates": [[-0.26901, 0.86822, 0.12826], [-0.33233, 0.76368, 2.74948], [1.50017, 0.40846, 3.69510], [1.40904, 0.64254, 5.04031], [2.51917, 0.41857, 5.87050], [3.67976, -0.01572, 5.30939], [3.78831, -0.23880, 3.91535], [5.04061, -0.64464, 3.40197], [5.22281, -0.83196, 2.06601], [4.13828, -0.63143, 1.20499], [2.87479, -0.27312, 1.64916], [1.84334, -0.04103, 0.16536], [2.06218, -1.50808, -0.84171], [2.41161, -2.72823, -0.25496], [2.44708, -3.88157, -1.02023], [2.15900, -3.82827, -2.37651], [1.83531, -2.61470, -2.97099], [1.77277, -1.46015, -2.20868], [2.51063, 1.46954, -0.53662], [3.27913, 1.54015, -1.69908], [3.81485, 2.76003, -2.08318], [3.55805, 3.90989, -1.33985], [2.78472, 3.84573, -0.18975], [2.27683, 2.62199, 0.22739], [2.67051, -0.04291, 3.04354], [0.48812, 1.00034, 5.48347], [2.43919, 0.60088, 6.93271], [4.55462, -0.18825, 5.92266], [5.85901, -0.78746, 4.09609], [6.18198, -1.12635, 1.66414], [4.31975, -0.77146, 0.14554], [2.64866, -2.78781, 0.80128], [2.70298, -4.82385, -0.55631], [2.19175, -4.73066, -2.97148], [1.63615, -2.57075, -4.03388], [1.51650, -0.52144, -2.68286], [3.49868, 0.64884, -2.27243], [4.44874, 2.81475, -2.95872], [3.98784, 4.85453, -1.64590], [2.61962, 4.73480, 0.40480], [1.76748, 2.55614, 1.18814], [1.59058, -5.68883, 3.17525], [0.11481, -5.94602, 2.93327], [-0.58659, -4.72459, 2.50418], [-1.29306, -3.94913, 3.52519], [-2.71522, -4.43253, 3.75262], [-0.63396, -4.45791, 1.19501], [-0.12100, -5.12144, 0.30859], [-1.35387, -3.20437, 0.73505], [-2.59554, -3.27063, 0.11913], [-3.13347, -2.11534, -0.42907], [-2.39591, -0.95098, -0.39809], [-1.16605, -0.90295, 0.14883], [-0.68077, -2.00082, 0.74562], [2.07797, -6.59333, 3.53671], [1.74086, -4.90831, 3.92371], [2.07846, -5.39292, 2.24527], [-0.38050, -6.29623, 3.83882], [-0.02864, -6.70312, 2.16492], [-1.27821, -2.88928, 3.25841], [-0.70801, -4.03562, 4.44208], [-3.31923, -4.32112, 2.85008], [-3.19215, -3.86940, 4.55412], [-2.72807, -5.48582, 4.03242], [-3.13037, -4.21111, 0.07240], [-4.10863, -2.11254, -0.89592], [-2.76239, -0.03797, -0.84263], [0.28855, -1.93000, 1.21288], [-1.39075, 2.61521, -5.81600], [-0.17832, 1.79233, -5.41487], [-0.39407, 0.95367, -4.21020], [-0.95000, -0.39222, -4.42852], [-2.45918, -0.48041, -4.24504], [-0.19140, 1.42635, -2.98448], [0.37244, 2.80228, -2.83114], [-0.48458, 0.71092, -1.91268], [-1.16754, 3.16421, -6.73024], [-1.66862, 3.34289, -5.05229], [-2.25553, 1.98593, -6.01645], [0.69027, 2.42441, -5.24574], [0.09658, 1.10867, -6.21603], [-0.43264, -1.09596, -3.76837], [-0.67511, -0.68220, -5.44018], [-2.76671, -0.21514, -3.23077], [-2.79402, -1.49819, -4.44326], [-2.98196, 0.18165, -4.93117], [1.36639, 2.85460, -3.27099], [0.45830, 3.06922, -1.78317], [-0.25056, 3.53742, -3.33982], [-0.82941, -0.21093, -2.14911], [-1.37149, 3.75933, 0.72812], [-1.97976, 2.44864, 0.27423], [-2.67102, 2.73650, -1.04017], [-3.64057, 3.79299, -0.94573], [-2.97005, 5.01481, -0.49079], [-2.34696, 4.80994, 0.81997], [-3.38706, 4.42108, 1.77924], [-4.06208, 3.19273, 1.34560], [-3.09512, 2.13493, 1.25012], [-4.66713, 3.42254, 0.03181], [-0.59393, 4.03604, 0.01113], [-0.91642, 3.59701, 1.70749], [-3.15969, 1.81937, -1.37444], [-1.91151, 3.01584, -1.76237], [-3.69840, 5.82077, -0.41909], [-2.20541, 5.30302, -1.21510], [-4.11872, 5.22310, 1.85952], [-2.93616, 4.26380, 2.76067], [-3.57926, 1.21305, 0.92044], [-2.66355, 1.98380, 2.24001], [-5.40169, 4.22235, 0.10833], [-5.17588, 2.51548, -0.29986]],
  "forces_ev_per_a": [[0.490, 0.178, 0.107], [-0.160, 0.167, 0.164], [0.030, -0.025, 0.057], [-0.024, -0.012, -0.022], [-0.008, 0.006, 0.009], [0.008, -0.001, 0.002], [-0.008, -0.012, 0.027], [0.007, -0.002, -0.005], [-0.009, 0.010, 0.000], [0.011, 0.004, 0.030], [0.203, -0.157, -0.196], [-0.124, 0.182, -0.096], [-0.022, 0.039, -0.070], [-0.092, -0.042, 0.061], [0.053, -0.018, -0.011], [0.006, 0.031, 0.018], [0.020, -0.022, 0.011], [0.028, 0.041, -0.076], [0.127, -0.088, -0.073], [0.043, 0.073, 0.033], [-0.021, -0.041, 0.019], [-0.010, 0.020, 0.003], [0.004, 0.040, -0.024], [-0.141, 0.003, 0.005], [0.049, 0.040, 0.004], [-0.006, 0.003, -0.008], [0.000, 0.001, 0.000], [0.001, -0.002, 0.001], [-0.004, -0.003, 0.007], [0.002, 0.010, -0.001], [-0.008, 0.002, 0.020], [-0.018, -0.001, -0.045], [-0.035, -0.001, -0.001], [0.008, -0.007, 0.000], [0.011, -0.003, -0.006], [0.070, -0.070, 0.030], [-0.004, -0.015, -0.001], [0.000, 0.006, 0.000], [0.002, -0.003, -0.001], [-0.012, -0.007, -0.004], [0.049, 0.011, -0.009], [0.038, -0.018, -0.004], [-0.121, -0.012, 0.001], [0.032, -0.015, 0.001], [0.039, 0.015, 0.039], [-0.028, -0.038, 0.010], [0.001, 0.050, -0.017], [0.034, -0.008, 0.018], [-0.028, -0.095, -0.015], [-0.043, 0.035, 0.039], [0.016, -0.030, -0.017], [0.072, -0.119, -0.074], [-0.658, -0.006, 0.236], [0.130, -0.038, -0.133], [-0.004, -0.006, -0.007], [-0.007, 0.011, -0.002], [0.009, 0.018, 0.007], [0.025, 0.001, 0.007], [0.028, 0.007, -0.004], [-0.033, -0.026, -0.038], [-0.012, 0.003, 0.003], [0.000, 0.014, 0.002], [0.008, 0.011, 0.007], [0.004, 0.002, -0.005], [-0.006, 0.007, -0.013], [-0.005, 0.000, 0.009], [0.005, -0.025, 0.039], [0.000, -0.009, 0.076], [-0.026, 0.021, -0.014], [0.067, -0.072, 0.051], [0.032, 0.014, -0.062], [0.023, 0.012, 0.042], [-0.045, 0.006, 0.014], [-0.125, 0.103, 0.044], [-0.020, 0.039, -0.026], [0.100, -0.033, 0.083], [0.013, 0.007, 0.010], [-0.005, -0.017, 0.015], [-0.002, -0.011, -0.022], [-0.018, 0.028, -0.019], [-0.002, -0.006, 0.000], [-0.051, 0.007, -0.057], [-0.036, 0.010, -0.018], [0.007, 0.011, -0.026], [0.010, -0.008, 0.005], [-0.005, -0.005, -0.017], [-0.005, 0.005, -0.004], [0.001, 0.000, 0.071], [0.002, -0.001, 0.010], [0.048, 0.016, 0.035], [0.012, -0.042, 0.010], [-0.144, -0.195, -0.187], [0.040, 0.002, 0.023], [-0.003, -0.018, -0.003], [0.004, 0.025, 0.003], [0.004, 0.003, 0.008], [0.000, 0.011, -0.011], [0.005, -0.010, 0.012], [0.033, 0.006, -0.029], [0.009, 0.001, 0.001], [0.007, 0.005, -0.017], [0.007, 0.008, 0.002], [-0.016, 0.032, -0.025], [0.068, 0.012, -0.053], [-0.002, -0.006, -0.002], [-0.001, -0.006, 0.002], [0.002, -0.003, 0.001], [-0.003, -0.003, -0.001], [-0.014, 0.007, 0.021], [0.011, -0.017, 0.006], [0.005, -0.001, -0.005], [0.000, -0.001, 0.004]],
  "lumo_ev": -9.416,
  "orbital_gap_ev": 6.47,
  "de_lowest_kcal_mol": 21.1,
  "energy_ha": -2972.3022,
  "charge": 3
}